DFT (ωB97M-V/def2-TZVPD) results for a structure of composition C42H31AsN2O4S2TeTi.

The spin multiplicity is 3. The calculation puts the molecular weight at 942.24 Da. The calculation puts the energy relative to the best compared isomer or geometry (same formula, charge and spin) at 0.0 kJ/mol. As for the net charge: -2. The gap between HOMO and LUMO (spin up / spin down) comes out at 3.609 / 6.457 eV. The expectation value of S² is 2.020.

XYZ file:
```
84
Properties=species:S:1:pos:R:3:lowdin_charge:R:1
H -6.398 -1.441 -2.748 0.0447
C 2.536 4.070 0.280 -0.1112
H -0.021 -1.771 5.499 0.1061
C 2.237 2.250 1.818 -0.1040
C -3.276 -5.359 -0.223 -0.0368
C 2.099 2.566 -2.416 -0.4012
H 4.796 -3.267 -0.806 0.0699
H -4.106 -0.222 -2.848 0.0637
H 0.343 -4.223 0.062 0.1155
C -0.010 1.587 5.083 -0.1149
H 0.400 2.491 5.517 0.0890
H -2.521 4.165 0.760 0.0892
H -4.317 -5.632 -0.336 0.0882
C -1.352 0.513 3.389 -0.2893
C -5.457 -1.809 -2.368 -0.4544
C -2.211 0.551 2.153 -0.4362
C 0.823 -1.310 0.772 -0.6297
C 1.749 -3.049 -2.272 -0.2073
C 0.827 -3.446 -3.409 -0.5950
Te -3.357 -1.248 2.232 1.2148
C 2.992 4.876 1.316 -0.1112
C 3.946 3.138 -3.872 -0.1084
C -0.814 1.662 3.952 -0.0454
H 2.468 4.478 -0.721 0.0926
H 3.519 -3.986 -2.913 0.0978
C 3.054 -3.406 -2.127 -0.0412
C 2.158 2.748 0.518 -0.3807
H 3.424 4.998 3.418 0.0862
H -0.160 3.467 0.798 0.0887
C -1.054 -5.795 0.548 -0.0678
H -2.712 -7.140 0.822 0.0956
H 3.280 5.901 1.113 0.0884
N 1.087 -2.328 -1.331 -0.0287
C -0.256 -0.801 5.076 -0.0509
S -0.644 0.284 -2.927 0.5736
O -0.387 -1.197 0.280 -0.2059
C 1.727 -1.991 -0.162 -0.2559
C 3.129 4.011 -4.578 -0.1200
H -4.050 3.215 -0.961 0.0914
H -3.199 1.557 -2.577 0.0720
C -0.679 -4.577 0.006 -0.0862
C -1.639 -1.951 3.290 -0.4402
C 1.288 3.439 -3.132 -0.1042
H -1.018 2.623 3.494 0.1074
N -1.537 -3.770 -0.619 0.0521
H -0.928 -2.346 2.566 0.0407
C 2.685 3.061 2.855 -0.0987
H -2.859 1.424 2.124 0.0460
H -1.914 -2.719 4.012 0.0446
O 1.231 -4.108 -4.360 0.0057
C -1.070 -0.728 3.955 -0.3083
C -4.240 -1.196 -2.397 -0.2158
C -3.161 -1.950 -1.823 -0.1995
S -5.377 -3.352 -1.625 0.9410
H 4.982 3.008 -4.160 0.0904
H 3.525 4.567 -5.420 0.0866
C -2.545 1.960 -1.817 -0.1263
C 3.753 -3.011 -0.943 -0.1101
H -1.596 0.511 1.253 0.0349
H 1.150 4.823 -4.761 0.0926
C 3.062 -2.319 0.036 -0.0466
H 0.902 0.282 6.524 0.0871
C 0.269 0.352 5.647 -0.1075
C -0.833 3.039 0.062 -0.1199
As 1.507 1.500 -0.874 1.3785
H 3.527 -2.013 0.966 0.1056
C 3.429 2.417 -2.803 -0.1244
O 1.156 -0.917 1.900 -0.0079
C 3.068 4.371 2.608 -0.1199
C -3.666 -3.146 -1.384 -0.5624
Ti -0.896 -1.853 -1.577 0.8044
C 1.799 4.155 -4.208 -0.0981
H 1.941 1.224 2.023 0.0817
C -3.013 2.901 -0.916 -0.1070
C -1.218 1.506 -1.786 -0.7012
C -0.355 2.090 -0.838 -0.4202
H 2.731 2.656 3.859 0.0915
O -0.379 -3.040 -3.206 -0.1471
C -2.829 -4.135 -0.727 -0.2850
H 0.248 3.554 -2.854 0.0974
H -0.319 -6.411 1.046 0.0942
C -2.160 3.440 0.040 -0.1274
C -2.380 -6.190 0.420 -0.0858
H 4.067 1.724 -2.266 0.0965
```